1.
Formula: C27H37F7NbO24
Source: the Open Molecules 2025 dataset
Level of theory: ωB97M-V/def2-TZVPD

Its LUMO energy is 1.068 eV.

Structure (ORCA input):
```
! RIJCOSX wB97M-V def2-TZVPD def2/J DEFGRID3
* xyz -1 1
C 2.53 0.70 4.46
C 2.97 1.42 3.05
O 4.42 1.44 2.80
Nb 5.44 2.78 4.07
C 7.49 2.05 3.28
C 7.76 0.44 3.60
C 7.94 -0.45 2.22
C 9.40 -1.19 2.07
O 10.24 -1.42 3.11
O 9.87 -1.67 0.74
H 1.33 0.72 4.52
H 2.90 1.25 5.43
H 2.83 -0.43 4.51
H 2.50 0.74 2.19
H 2.44 2.48 2.92
H 5.53 4.10 2.83
H 3.87 3.51 4.63
H 5.40 1.49 5.36
H 6.27 3.85 5.32
H 7.62 2.26 2.11
H 8.36 2.66 3.84
H 8.70 0.38 4.32
H 6.82 0.01 4.17
H 7.12 -1.28 2.09
H 7.83 0.26 1.27
H 9.96 -2.68 0.82
C -1.51 2.70 0.67
C -1.39 1.22 0.54
O -0.46 0.88 1.54
C -0.61 1.82 2.51
O -0.19 1.72 3.65
O -1.32 2.91 2.05
F -0.87 0.87 -0.66
H -0.74 3.23 0.11
H -2.49 3.06 0.35
H -2.33 0.68 0.71
C -5.42 -1.15 -0.90
C -5.19 -1.02 -2.37
O -5.44 0.34 -2.62
C -5.12 0.99 -1.46
O -4.94 2.19 -1.37
O -5.01 0.11 -0.41
F -6.08 -1.75 -3.07
H -6.47 -1.31 -0.65
H -4.82 -1.95 -0.46
H -4.17 -1.27 -2.69
C 10.10 -2.47 -2.60
C 8.79 -3.17 -2.50
O 8.20 -2.94 -3.76
C 9.24 -2.82 -4.62
O 9.14 -2.88 -5.84
O 10.43 -2.62 -3.96
F 8.01 -2.60 -1.55
H 10.03 -1.40 -2.35
H 10.87 -2.93 -1.96
H 8.87 -4.25 -2.32
C -9.25 1.76 0.22
C -9.13 0.28 0.10
O -8.20 -0.06 1.10
C -8.36 0.89 2.06
O -7.93 0.78 3.20
O -9.06 1.97 1.61
F -8.61 -0.06 -1.10
H -8.48 2.30 -0.34
H -10.23 2.13 -0.10
H -10.07 -0.26 0.27
C 7.69 6.75 -0.58
C 8.31 6.33 0.72
O 7.28 6.58 1.66
C 6.12 6.42 0.96
O 5.03 6.28 1.49
O 6.33 6.43 -0.39
F 9.36 7.12 1.02
H 7.79 7.82 -0.77
H 8.11 6.20 -1.43
H 8.60 5.28 0.76
C -7.72 -5.01 -6.38
C -8.05 -3.79 -5.58
O -7.19 -3.88 -4.47
C -6.09 -4.56 -4.93
O -5.02 -4.59 -4.35
O -6.34 -5.18 -6.12
F -9.32 -3.85 -5.14
H -8.26 -5.90 -6.05
H -7.90 -4.86 -7.45
H -7.88 -2.85 -6.11
C -9.81 -4.79 -0.95
C -9.18 -4.24 0.29
O -9.51 -2.87 0.24
C -10.69 -2.80 -0.43
O -11.42 -1.83 -0.44
O -10.95 -3.97 -1.10
F -7.84 -4.36 0.24
H -9.17 -4.68 -1.83
H -10.09 -5.84 -0.84
H -9.57 -4.68 1.22
*
```

2.
Formula: C27H37N2O3
Source: the Open Molecules 2025 dataset
Level of theory: ωB97M-V/def2-TZVPD

The calculation puts the energy above the lowest of the compared OMol25 structures with the same formula, charge and spin at 4.7 kcal per mole. Its SMILES is CCCCCCCCCCOC(=O)Cn1c(COc2ccccc2)[n+](C)c2ccccc21. Its LUMO energy is -2.863 eV.

Structure (ORCA input):
```
! RIJCOSX wB97M-V def2-TZVPD def2/J DEFGRID3
* xyz 1 1
C 7.01 3.22 -1.30
C 7.22 1.74 -1.01
C 5.93 0.91 -1.10
C 4.95 1.23 0.02
C 3.65 0.42 -0.06
C 3.85 -1.07 0.24
C 2.52 -1.82 0.24
C 2.72 -3.30 0.58
C 1.41 -4.05 0.86
C 0.53 -4.27 -0.37
O 0.03 -3.04 -0.92
C -0.90 -2.40 -0.27
O -1.44 -2.71 0.76
C -1.29 -1.09 -1.00
N -1.86 -0.18 -0.05
C -3.02 -0.36 0.62
C -4.04 -1.41 0.32
O -5.36 -0.97 0.47
C -5.87 -0.09 -0.46
C -7.23 0.18 -0.33
C -7.85 1.06 -1.20
C -7.12 1.68 -2.20
C -5.77 1.41 -2.33
C -5.14 0.53 -1.46
N -3.14 0.57 1.57
C -4.21 0.74 2.51
C -2.03 1.39 1.53
C -1.66 2.50 2.28
C -0.45 3.08 1.99
C 0.38 2.59 0.97
C 0.02 1.49 0.21
C -1.20 0.90 0.50
H 6.54 3.35 -2.27
H 6.39 3.69 -0.55
H 7.97 3.74 -1.31
H 7.66 1.62 -0.02
H 7.93 1.34 -1.73
H 5.46 1.09 -2.06
H 6.20 -0.14 -1.05
H 4.69 2.29 -0.02
H 5.42 1.04 0.99
H 3.23 0.53 -1.06
H 2.94 0.82 0.66
H 4.51 -1.51 -0.51
H 4.33 -1.17 1.21
H 2.06 -1.73 -0.74
H 1.85 -1.37 0.98
H 3.34 -3.37 1.48
H 3.25 -3.79 -0.23
H 0.84 -3.53 1.62
H 1.65 -5.04 1.25
H 1.10 -4.71 -1.19
H -0.32 -4.91 -0.11
H -2.00 -1.34 -1.80
H -0.40 -0.65 -1.45
H -3.86 -1.83 -0.67
H -3.92 -2.23 1.05
H -7.78 -0.32 0.45
H -8.91 1.26 -1.09
H -7.60 2.36 -2.88
H -5.20 1.89 -3.11
H -4.08 0.35 -1.59
H -3.79 0.89 3.51
H -4.82 1.61 2.25
H -4.85 -0.14 2.52
H -2.30 2.88 3.06
H -0.13 3.94 2.55
H 1.32 3.08 0.78
H 0.67 1.13 -0.56
*
```

3.
Formula: C27H37N4
Source: the Open Molecules 2025 dataset
Level of theory: ωB97M-V/def2-TZVPD

The calculation puts the energy above the lowest of the compared OMol25 structures with the same formula, charge and spin at 36.3 kcal per mole. Its LUMO energy is -4.880 eV.

Structure (ORCA input):
```
! RIJCOSX wB97M-V def2-TZVPD def2/J DEFGRID3
* xyz 1 1
C -6.45 0.34 3.39
N -5.41 -0.30 2.62
C -5.86 -1.44 1.84
C -4.08 0.13 2.61
C -3.09 -0.57 3.33
C -1.75 -0.23 3.22
C -1.33 0.79 2.31
C 0.05 1.07 2.05
C 1.08 0.16 2.32
C 2.50 0.47 2.52
C 3.22 1.65 2.60
C 4.62 1.58 2.64
C 5.29 0.34 2.61
C 4.56 -0.87 2.61
C 3.17 -0.77 2.61
N 2.21 -1.79 2.53
C 2.49 -3.21 2.48
C 0.97 -1.25 2.40
C -2.35 1.60 1.74
C -3.68 1.27 1.86
H -6.03 1.17 3.98
H -7.24 0.74 2.73
H -6.91 -0.38 4.08
H -5.03 -1.87 1.27
H -6.29 -2.21 2.50
H -6.65 -1.13 1.13
H -3.39 -1.39 3.98
H -1.02 -0.71 3.86
H 0.30 2.09 1.76
H 2.69 2.61 2.66
H 5.21 2.50 2.67
H 6.37 0.30 2.60
H 5.03 -1.85 2.59
H 3.56 -3.38 2.48
H 2.03 -3.73 3.34
H 2.05 -3.64 1.57
H 0.07 -1.85 2.37
H -2.06 2.51 1.20
H -4.46 1.84 1.35
C -1.12 -1.49 -5.37
C -0.07 -2.61 -5.24
C 1.17 -1.97 -4.59
N 0.71 -0.70 -4.04
C 1.74 0.24 -3.75
C 1.25 1.37 -2.84
C 2.33 2.47 -2.69
C 2.04 3.09 -1.33
C 1.20 2.04 -0.57
N 0.93 1.00 -1.49
C -0.47 -0.22 -4.77
H -1.40 -1.32 -6.41
H -2.02 -1.74 -4.81
H -0.44 -3.41 -4.60
H 0.20 -3.04 -6.21
H 1.59 -2.57 -3.77
H 1.97 -1.82 -5.33
H 2.57 -0.28 -3.25
H 2.14 0.70 -4.69
H 0.39 1.85 -3.37
H 3.33 2.01 -2.71
H 2.28 3.20 -3.51
H 2.95 3.33 -0.77
H 1.45 4.00 -1.44
H 1.76 1.64 0.29
H 0.28 2.48 -0.15
H 0.14 0.38 -1.34
H -0.20 0.49 -5.58
H -1.15 0.31 -4.09
*
```

4.
Formula: C27H38BrClN3O6Tm
Source: the Open Molecules 2025 dataset
Level of theory: ωB97M-V/def2-TZVPD

The calculation puts the energy above the lowest of the compared OMol25 structures with the same formula, charge and spin at 24.9 kcal per mole. Its LUMO energy (alpha / beta) is 0.320 / 0.321 eV.

Structure (ORCA input):
```
! RIJCOSX wB97M-V def2-TZVPD def2/J DEFGRID3
* xyz 0 3
O -0.42 -1.88 -1.34
C -0.42 -2.89 -0.48
C -1.88 -3.24 -0.17
C -2.83 -2.23 -0.03
H -2.52 -1.18 -0.05
C -4.19 -2.54 0.08
H -4.93 -1.73 0.13
C -4.59 -3.89 0.14
H -5.64 -4.14 0.25
C -3.63 -4.91 0.06
H -3.92 -5.97 0.12
C -2.28 -4.58 -0.12
H -1.50 -5.34 -0.21
H 0.04 -3.80 -0.96
C 1.97 -3.14 0.80
C 0.54 -2.70 0.96
H 2.24 -3.95 1.50
H 2.70 -2.33 0.98
H 2.14 -3.55 -0.20
C -0.11 -2.93 2.12
C 0.47 -3.31 3.46
H -1.21 -2.91 2.15
H 0.03 -4.23 3.87
H 0.26 -2.52 4.20
H 1.56 -3.45 3.42
Tm 0.92 0.17 0.17
Cl 0.74 -0.13 2.69
C 2.33 2.45 1.63
O 2.64 1.71 0.65
N 2.63 3.73 1.79
C 3.62 4.40 0.95
C 2.04 4.48 2.89
H 1.71 2.04 2.45
H 3.79 3.82 0.05
H 4.57 4.52 1.50
H 3.24 5.40 0.71
H 1.08 4.03 3.15
H 1.89 5.52 2.58
H 2.69 4.47 3.78
H -3.27 -0.38 -4.31
H -2.74 2.01 -3.80
C -2.83 -0.64 -3.34
C -2.23 1.72 -2.87
N -1.80 0.33 -2.98
H -2.36 -1.63 -3.39
C -0.54 -0.05 -2.77
O 0.32 0.64 -2.15
H -1.36 2.36 -2.69
H -0.31 -1.02 -3.22
H -3.63 -0.65 -2.58
H -2.95 1.82 -2.04
H 5.85 -0.70 -2.20
H 4.70 -1.64 -4.46
C 5.24 -1.47 -1.72
C 4.11 -2.27 -3.78
N 4.00 -1.66 -2.46
H 5.02 -1.19 -0.69
C 2.84 -1.21 -2.00
O 2.69 -0.71 -0.85
H 3.10 -2.40 -4.20
H 1.98 -1.30 -2.69
H 5.81 -2.41 -1.75
H 4.60 -3.25 -3.71
Br -2.90 1.16 2.92
C -2.76 2.88 2.17
C -3.41 3.96 2.78
C -3.23 5.26 2.30
C -2.41 5.49 1.19
C -1.77 4.43 0.56
C -1.95 3.11 1.02
C -1.08 2.01 0.48
O 0.14 2.33 0.25
O -1.46 0.81 0.30
H -4.03 3.77 3.65
H -3.73 6.09 2.81
H -2.27 6.51 0.82
H -1.11 4.59 -0.29
*
```

5.
Formula: C27H38N5OTeTi
Source: the Open Molecules 2025 dataset
Level of theory: ωB97M-V/def2-TZVPD

The calculation puts the energy above the lowest of the compared OMol25 structures with the same formula, charge and spin at 0.0 kcal per mole. Its LUMO energy is -4.515 eV.

Structure (ORCA input):
```
! RIJCOSX wB97M-V def2-TZVPD def2/J DEFGRID3
* xyz 1 1
Ti -0.14 0.21 0.05
C 2.43 -0.08 -2.02
C 3.59 0.71 -1.41
C 4.72 -0.26 -1.04
C 3.34 1.65 -0.23
C 4.07 2.84 -0.22
C 4.03 3.70 0.86
C 3.28 3.39 1.97
C 2.53 2.22 2.02
C 1.79 1.86 3.30
C 0.83 2.96 3.76
C 2.79 1.53 4.41
C 2.55 1.38 0.90
N 1.68 0.24 0.85
C 2.06 -0.94 1.33
C 1.28 -2.04 1.01
C 1.40 -3.41 1.27
C 0.42 -4.04 0.54
C -0.30 -3.05 -0.16
N 0.21 -1.82 0.13
C -1.44 -3.25 -1.12
C -1.16 -2.48 -2.42
C -2.74 -2.77 -0.46
C -1.59 -4.74 -1.45
H 2.76 -0.51 -2.96
H 1.58 0.55 -2.26
H 2.12 -0.93 -1.40
H 3.96 1.35 -2.21
H 4.40 -0.97 -0.28
H 5.60 0.27 -0.66
H 5.03 -0.84 -1.92
H 4.69 3.07 -1.08
H 4.61 4.62 0.83
H 3.28 4.06 2.83
H 1.20 0.96 3.12
H 1.36 3.88 3.99
H 0.31 2.65 4.67
H 0.08 3.20 3.01
H 3.38 2.42 4.68
H 3.50 0.76 4.09
H 2.28 1.19 5.30
H 2.97 -1.01 1.90
H 2.14 -3.86 1.91
H 0.23 -5.10 0.49
H -1.02 -1.42 -2.25
H -2.01 -2.58 -3.10
H -0.27 -2.86 -2.92
H -2.69 -1.70 -0.25
H -2.92 -3.29 0.48
H -3.59 -2.96 -1.12
H -0.66 -5.15 -1.87
H -2.37 -4.87 -2.20
H -1.86 -5.32 -0.57
C -4.49 0.33 -0.18
Te -2.90 0.88 -1.47
C -2.82 2.90 -0.81
H -4.21 0.51 0.86
H -4.71 -0.72 -0.34
H -5.36 0.92 -0.44
H -3.84 3.28 -0.80
H -2.25 3.47 -1.54
H -2.37 2.98 0.17
O 0.03 1.86 -0.73
N 0.70 2.57 -1.64
C 0.89 3.79 -1.28
C 1.64 4.62 -2.18
N 2.25 5.31 -2.88
C 0.39 4.34 -0.06
N -0.06 4.74 0.92
C -1.28 0.45 1.71
H -2.21 -0.08 1.50
H -1.46 1.50 1.90
H -0.77 -0.02 2.56
*
```

6.
Formula: C27H38N7ORuS3Sb
Source: the Open Molecules 2025 dataset
Level of theory: ωB97M-V/def2-TZVPD

The calculation puts the energy above the lowest of the compared OMol25 structures with the same formula, charge and spin at 0.0 kcal per mole. Its LUMO energy (alpha / beta) is -2.286 / -3.516 eV.

Structure (ORCA input):
```
! RIJCOSX wB97M-V def2-TZVPD def2/J DEFGRID3
* xyz 1 2
Ru 0.47 0.62 -0.43
C -1.91 -1.27 2.75
C -1.03 -0.33 1.99
N -0.75 -0.53 0.74
N -1.30 -1.70 0.19
C -0.89 -2.01 -0.98
S 0.20 -1.01 -1.97
S -1.36 -3.49 -1.77
C -2.69 -4.13 -0.71
C -4.03 -3.51 -0.99
C -4.56 -2.53 -0.17
C -5.80 -1.97 -0.45
C -6.52 -2.39 -1.56
C -5.99 -3.38 -2.38
C -4.76 -3.93 -2.10
C -0.45 0.81 2.73
C -0.45 0.74 4.14
C 0.05 1.76 4.92
C 0.56 2.90 4.31
C 0.58 3.00 2.94
C 0.08 1.97 2.12
O 0.13 2.17 0.82
H -2.49 -1.90 2.08
H -2.57 -0.71 3.40
H -1.30 -1.93 3.37
H -2.38 -4.02 0.33
H -2.70 -5.19 -0.95
H -4.00 -2.21 0.70
H -6.21 -1.21 0.21
H -7.49 -1.96 -1.77
H -6.55 -3.72 -3.24
H -4.36 -4.71 -2.75
H -0.84 -0.14 4.63
H 0.04 1.67 6.00
H 0.94 3.71 4.91
H 0.96 3.88 2.44
C 4.22 -1.43 -4.84
C 3.49 -0.21 -4.43
N 3.10 0.74 -5.22
N 2.46 1.62 -4.39
C 2.46 1.25 -3.11
S 1.74 2.14 -1.84
N 3.13 0.07 -3.12
N 3.46 -0.65 -1.98
H 4.39 -1.39 -5.91
H 3.64 -2.32 -4.59
H 5.19 -1.50 -4.33
H 2.03 2.44 -4.77
H 4.44 -0.89 -2.01
H 2.87 -1.47 -1.91
C 3.47 0.14 4.02
C 4.04 0.68 2.70
C 4.33 2.18 2.80
C 5.30 -0.09 2.29
C 3.02 0.48 1.66
N 2.23 0.34 0.85
H 4.21 0.28 4.80
H 3.24 -0.92 3.94
H 2.56 0.68 4.29
H 5.08 2.34 3.58
H 3.43 2.73 3.07
H 4.72 2.58 1.87
H 6.07 0.07 3.04
H 5.68 0.26 1.33
H 5.11 -1.16 2.22
C -1.52 3.80 -1.27
Sb -1.58 1.70 -1.48
C -1.92 1.47 -3.55
C -3.37 1.06 -0.57
H -2.39 4.25 -1.74
H -0.61 4.15 -1.77
H -1.47 4.05 -0.21
H -2.77 2.08 -3.85
H -2.11 0.43 -3.79
H -1.03 1.81 -4.07
H -4.23 1.59 -0.98
H -3.30 1.25 0.50
H -3.48 -0.01 -0.74
*
```